Record 1
92
Properties=species:S:1:pos:R:3 method="wB97M-V/def2-TZVPD" fmax_ev_per_a=6.605 gap_ev=6.703 total_charge=+1
C 4.92 -3.42 1.98
C 6.20 -4.04 1.16
C 5.79 -5.13 0.00
C 4.57 -4.65 -0.99
C 5.18 -3.80 -2.29
C 4.66 -2.23 -2.15
C 5.86 -1.37 -1.38
C 5.84 0.20 -1.86
C 4.42 0.91 -1.43
C 3.54 1.10 -2.83
C 2.07 1.72 -2.34
C 1.25 2.47 -3.57
C -0.05 1.57 -4.09
C -1.47 2.09 -3.40
C -2.34 0.89 -2.70
C -2.43 0.98 -1.06
C -1.12 1.42 -0.11
C -1.55 1.36 1.47
C -0.30 1.73 2.52
C 1.09 1.09 1.92
N -2.83 1.05 2.14
N -3.88 0.70 1.36
C -3.72 0.64 -0.12
C -5.08 0.17 -0.98
C -5.98 -0.96 -0.21
C -7.07 -1.54 -1.32
C -8.09 -2.65 -0.66
C -7.22 -4.07 -0.54
N -7.37 -4.90 -1.82
H 4.05 -4.23 1.96
H 4.48 -2.43 1.47
H 5.23 -3.12 3.09
H 6.85 -3.19 0.69
H 6.91 -4.61 1.93
H 6.74 -5.31 -0.69
H 5.54 -6.18 0.49
H 4.08 -5.64 -1.42
H 3.71 -4.05 -0.45
H 6.36 -3.85 -2.34
H 4.76 -4.31 -3.27
H 4.49 -1.85 -3.26
H 3.68 -2.13 -1.49
H 6.90 -1.84 -1.67
H 5.67 -1.49 -0.21
H 6.75 0.76 -1.33
H 5.91 0.23 -3.04
H 3.83 0.18 -0.70
H 4.54 1.93 -0.85
H 4.10 1.79 -3.60
H 3.37 0.02 -3.24
H 1.45 0.84 -1.89
H 2.33 2.56 -1.54
H 0.79 3.47 -3.12
H 1.95 2.82 -4.45
H 0.13 0.41 -3.94
H -0.10 1.73 -5.27
H -1.33 2.99 -2.67
H -2.12 2.49 -4.33
H -1.78 -0.13 -2.95
H -3.38 0.85 -3.24
H -0.07 1.71 -0.54
H -0.51 1.15 3.54
H -0.25 2.87 2.77
H 0.90 0.02 1.45
H 1.87 1.06 2.80
H 1.46 1.82 1.07
H -4.80 0.48 1.85
H -5.73 1.12 -1.16
H -4.76 -0.31 -2.03
H -5.37 -1.79 0.34
H -6.63 -0.37 0.60
H -6.42 -1.99 -2.21
H -7.64 -0.61 -1.80
H -8.53 -2.31 0.39
H -8.96 -2.88 -1.43
H -7.50 -4.67 0.43
H -6.08 -3.74 -0.49
H -6.43 -5.06 -2.26
H -7.66 -5.85 -1.46
C -2.66 6.25 6.13
C -1.40 5.83 5.40
C -1.45 4.42 4.89
O -0.09 4.05 4.87
C 0.52 4.77 5.85
O 1.64 4.56 6.27
O -0.30 5.78 6.30
H -2.55 7.27 6.52
H -3.53 6.22 5.46
H -2.85 5.60 6.99
H -1.16 6.54 4.61
H -1.89 4.36 3.89
H -1.99 3.73 5.55

***

Record 2
76
Properties=species:S:1:pos:R:3 method="wB97M-V/def2-TZVPD" fmax_ev_per_a=4.344 gap_ev="4.930 / 4.912" de_lowest_kcal_mol=96.2
Rh -1.49 -1.40 -1.27
Br 4.27 2.88 6.40
C 2.73 3.42 5.43
C 1.81 4.29 6.02
C 0.70 4.68 5.32
C 0.45 4.18 4.02
C 1.43 3.34 3.43
C 2.54 2.96 4.13
N -0.70 4.51 3.43
N -1.06 4.09 2.28
C -1.44 2.88 1.93
C -1.63 1.83 2.88
C -1.82 0.54 2.49
C -1.80 0.16 1.12
O -1.81 -1.08 0.79
C -1.75 1.21 0.15
N -1.77 0.86 -1.16
C -1.76 1.79 -2.08
C -1.71 3.15 -1.78
C -1.61 3.54 -0.46
C -1.63 2.57 0.54
H 1.98 4.63 7.03
H -0.03 5.34 5.76
H 1.28 3.00 2.42
H 3.28 2.30 3.69
H -1.60 2.09 3.93
H -1.93 -0.25 3.22
H -1.78 1.46 -3.11
H -1.72 3.88 -2.58
H -1.53 4.58 -0.19
C 3.04 -3.33 -2.36
C 3.12 -2.29 -1.26
C 3.54 -2.97 0.03
Sb 1.18 -1.23 -1.05
C 1.21 -0.07 -2.94
C 0.21 -0.75 -3.87
C 2.57 0.08 -3.61
C 1.72 0.39 0.37
C 1.58 -0.13 1.79
C 3.07 1.04 0.13
H 4.02 -3.78 -2.52
H 2.71 -2.90 -3.31
H 2.34 -4.12 -2.09
H 3.84 -1.52 -1.52
H 2.83 -3.75 0.29
H 3.61 -2.27 0.86
H 4.52 -3.43 -0.10
H 0.83 0.92 -2.67
H 0.59 -1.73 -4.19
H 0.03 -0.16 -4.77
H -0.76 -0.91 -3.36
H 3.00 -0.88 -3.85
H 3.26 0.62 -2.96
H 2.47 0.64 -4.54
H 0.94 1.14 0.19
H 2.42 -0.77 2.05
H 0.66 -0.71 1.89
H 1.53 0.68 2.51
H 3.88 0.32 0.18
H 3.26 1.80 0.89
H 3.10 1.54 -0.84
C -3.30 -3.94 -2.68
C -3.90 -3.03 -1.59
C -5.44 -3.08 -1.63
C -3.41 -3.56 -0.23
C -3.37 -1.64 -1.79
H -3.55 -4.98 -2.51
H -2.21 -3.83 -2.66
H -3.65 -3.65 -3.67
H -5.79 -4.10 -1.55
H -5.82 -2.65 -2.56
H -5.85 -2.51 -0.80
H -3.71 -4.60 -0.11
H -3.82 -2.97 0.58
H -2.31 -3.50 -0.19
H -4.12 -0.85 -1.78

***

Record 3
12
Properties=species:S:1:pos:R:3 method="wB97M-V/def2-TZVPD" fmax_ev_per_a=5.901 gap_ev="5.258 / 5.226" de_lowest_kcal_mol=78.8
C -0.07 -0.54 0.17
C 0.09 0.87 -0.36
O 1.27 1.09 -1.08
P 2.79 0.76 -0.78
S 4.00 1.54 -2.09
Br 3.01 1.77 1.33
Br 3.32 -2.60 0.08
H -0.70 -0.68 0.95
H -0.32 -1.22 -0.55
H 1.00 -0.99 0.54
H 0.11 1.43 0.56
H -0.75 0.92 -1.16

***

Record 4
36
Properties=species:S:1:pos:R:3 method="wB97M-V/def2-TZVPD" fmax_ev_per_a=1.827 gap_ev=6.813 de_lowest_kcal_mol=5.8 total_charge=-1
O 2.70 0.86 4.25
P 2.09 1.51 3.07
P 2.38 0.44 1.10
I 1.15 2.51 -0.05
H 0.69 1.63 3.21
H 2.49 2.86 2.92
H 1.07 -0.17 1.28
H 2.51 -0.20 -0.20
H 3.65 1.13 0.91
H 3.02 -0.66 1.78
C -3.49 5.04 -0.86
C -3.43 3.62 -1.35
C -4.75 2.89 -1.48
O -4.37 1.53 -1.26
C -3.23 1.53 -0.50
O -2.77 0.56 -0.01
O -2.74 2.79 -0.41
H -3.92 5.69 -1.63
H -4.10 5.11 0.04
H -2.49 5.40 -0.63
H -2.87 3.57 -2.30
H -5.23 2.99 -2.45
H -5.45 3.19 -0.69
C 0.50 -4.18 0.25
C 1.90 -4.57 -0.15
C 2.98 -3.55 0.13
O 3.95 -3.84 -0.90
C 3.30 -4.41 -1.93
O 3.77 -4.61 -3.00
O 2.02 -4.71 -1.59
H 0.41 -4.18 1.33
H 0.26 -3.18 -0.12
H -0.22 -4.88 -0.16
H 2.17 -5.54 0.28
H 3.43 -3.64 1.11
H 2.61 -2.53 0.00

***

Record 5
30
Properties=species:S:1:pos:R:3 method="wB97M-V/def2-TZVPD" fmax_ev_per_a=5.372 gap_ev=8.057 de_lowest_kcal_mol=128.8 smiles="COCCCc1c[nH+]ncc1CC(=O)O" total_charge=+1
C -0.63 -1.20 2.64
O -1.92 -0.81 2.12
C -2.37 -1.69 1.06
C -1.61 -1.49 -0.34
C -1.75 -0.01 -0.96
C -0.58 0.87 -0.30
C -0.72 1.79 0.92
N 0.27 2.57 1.59
N 1.52 2.59 1.14
C 1.79 1.83 0.00
C 0.91 0.88 -0.86
C 1.36 0.06 -2.14
C 2.90 -0.33 -2.19
O 3.18 -1.55 -2.28
O 3.99 0.59 -2.15
H -0.52 -2.34 2.76
H -0.53 -0.76 3.71
H 0.26 -0.75 2.05
H -3.50 -1.49 0.94
H -2.18 -2.78 1.41
H -2.09 -2.23 -1.09
H -0.50 -1.78 -0.27
H -1.58 -0.08 -2.10
H -2.79 0.44 -0.78
H -1.78 1.87 1.37
H 0.03 3.15 2.41
H 2.88 1.91 -0.37
H 1.06 0.65 -3.09
H 0.74 -0.92 -2.15
H 4.15 1.01 -3.03

***

Record 6
45
Properties=species:S:1:pos:R:3 method="wB97M-V/def2-TZVPD" fmax_ev_per_a=5.489 s2=3.838 gap_ev="5.253 / 3.112" de_lowest_kcal_mol=55.6 spin_multiplicity=4 total_charge=+2
H -0.85 -1.30 -2.27
N -1.33 0.46 -1.22
B -2.45 2.52 -0.28
N -2.41 1.30 -1.22
C -3.29 0.89 -2.13
Tc 0.75 0.93 0.10
H -4.20 1.45 -2.24
C -2.78 -0.24 -2.75
H -3.23 -0.78 -3.55
C -1.55 -0.50 -2.13
H -3.45 3.19 -0.44
C 2.48 1.01 1.29
H 3.04 0.18 0.83
H 2.51 0.91 2.37
H 2.96 1.94 0.97
N -1.14 3.26 -0.60
N -2.24 1.97 1.14
N 0.13 2.72 -0.54
N -1.13 1.24 1.49
C -1.02 4.52 -0.98
C -3.04 2.07 2.20
H -1.91 5.09 -1.06
H -3.95 2.63 2.11
C 0.30 4.82 -1.18
C -2.48 1.37 3.25
C 1.04 3.69 -0.90
C -1.29 0.82 2.75
H 0.71 5.77 -1.47
H -2.87 1.30 4.24
H 2.11 3.46 -0.93
H -0.58 0.14 3.21
H 1.41 1.27 -1.35
C 1.08 -0.92 -0.01
C 1.31 -2.16 -0.06
C 1.73 -3.50 0.03
C 2.51 -4.02 -1.03
C 3.20 -5.23 -0.92
C 3.09 -6.03 0.22
C 2.22 -5.60 1.23
C 1.53 -4.39 1.14
H 2.62 -3.41 -1.92
H 3.85 -5.54 -1.73
H 3.66 -6.96 0.31
H 2.11 -6.24 2.10
H 0.86 -4.10 1.95

***

Record 7
10
Properties=species:S:1:pos:R:3 method="wB97M-V/def2-TZVPD" fmax_ev_per_a=0.687 gap_ev=9.809 de_lowest_kcal_mol=3.3 smiles=Nc1nc[nH]n1
N -1.93 -0.32 -0.22
C -0.58 -0.12 -0.04
N 0.38 -1.07 -0.29
C 1.49 -0.40 -0.12
N 1.23 0.88 0.28
N -0.12 1.06 0.31
H -2.49 0.35 0.29
H -2.20 -1.28 -0.08
H 2.48 -0.83 -0.22
H 1.73 1.73 0.09

***

Record 8
52
Properties=species:S:1:pos:R:3 method="wB97M-V/def2-TZVPD" fmax_ev_per_a=2.104 gap_ev=9.620 de_lowest_kcal_mol=54.2 smiles="C=CCCCNC=O.O.O.O.O.O.O.O.O.O.O.O"
C 0.69 0.51 -0.02
N 0.47 -0.52 0.99
C -0.28 -1.57 0.64
O -0.71 -2.39 1.45
C -0.29 1.69 0.05
C 0.43 2.99 0.41
C 1.47 3.32 -0.64
C 2.52 4.11 -0.46
H 0.51 0.01 -0.97
H 1.74 0.77 0.01
H 0.93 -0.53 1.90
H -0.42 -1.65 -0.43
H -1.03 1.47 0.80
H -0.76 1.85 -0.93
H 0.99 2.90 1.35
H -0.19 3.87 0.60
H 1.22 3.01 -1.65
H 2.85 4.41 0.53
H 3.13 4.48 -1.28
H -2.00 0.59 -2.55
H -2.05 0.06 -3.99
O -2.51 0.05 -3.15
H -2.85 -2.98 2.34
H -2.78 -2.09 1.22
O -3.43 -2.65 1.65
H -3.03 -2.64 -1.39
H -2.49 -1.52 -2.38
O -2.24 -2.20 -1.72
H 1.34 -1.77 -3.49
H 2.30 -1.39 -4.50
O 1.88 -0.98 -3.73
H -1.65 -2.14 4.58
H -0.84 -2.08 3.18
O -1.01 -1.66 4.05
H 2.69 0.41 3.03
H 1.79 -0.46 4.14
O 2.13 -0.32 3.27
H 0.48 1.71 -3.55
H 0.42 0.30 -4.26
O -0.09 1.07 -3.99
H 3.18 -0.68 -2.38
H 4.11 -0.10 -1.21
O 3.26 -0.50 -1.43
H -1.99 0.28 2.60
H -3.49 0.07 2.49
O -2.67 -0.04 1.99
H -0.41 0.21 4.75
H -0.97 1.59 4.33
O -0.16 1.13 4.59
H -0.80 -3.32 -2.53
H 0.48 -3.29 -1.71
O 0.17 -3.40 -2.61

***

Record 9
26
Properties=species:S:1:pos:R:3 method="wB97M-V/def2-TZVPD" fmax_ev_per_a=4.870 gap_ev="6.607 / 6.610" de_lowest_kcal_mol=123.0
C 1.06 2.87 -0.36
C 1.93 1.85 -0.07
C -0.32 2.72 -0.04
C 1.44 0.60 0.44
C -0.81 1.50 0.38
C 0.06 0.36 0.54
C -2.59 -0.14 0.85
C -2.29 1.20 0.69
C -0.34 -2.36 -0.82
C -0.01 -2.03 0.64
N -0.41 -0.76 1.16
O -5.72 0.55 0.91
O -4.77 0.27 -1.31
O -3.33 -1.00 0.63
S -5.40 -0.35 -0.17
H 1.38 3.73 -0.91
H 2.98 1.86 -0.29
H -0.95 3.58 -0.12
H 2.17 -0.27 0.60
H -2.52 1.50 1.71
H -2.95 1.91 0.18
H 0.12 -1.82 -1.83
H -0.19 -3.48 -0.88
H -1.40 -2.30 -0.94
H 1.10 -2.16 0.63
H -0.36 -2.83 1.33

***

Record 10
91
Properties=species:S:1:pos:R:3 method="wB97M-V/def2-TZVPD" fmax_ev_per_a=3.016 gap_ev=10.188 de_lowest_kcal_mol=70.2 smiles="C[C@H]1COC(=O)O1.C[C@H]1COC(=O)O1.C[C@H]1COC(=O)O1.C[C@H]1COC(=O)O1.C[C@H]1COC(=O)O1.C[C@H]1COC(=O)O1.C[C@H]1COC(=O)O1"
C 1.69 2.48 6.00
C 1.75 1.20 5.20
C 0.51 0.27 5.26
O 0.59 -0.27 3.93
C 1.11 0.67 3.11
O 1.07 0.62 1.92
O 1.92 1.48 3.82
H 2.66 2.99 6.08
H 1.37 2.41 7.04
H 1.12 3.14 5.35
H 2.57 0.55 5.51
H -0.44 0.77 5.47
H 0.56 -0.42 6.10
C -0.53 -0.62 -1.20
C -0.82 0.87 -1.35
C -2.12 1.11 -2.08
O -2.82 1.96 -1.19
C -2.24 1.94 0.06
O -2.69 2.49 1.01
O -1.04 1.36 -0.04
H -1.36 -1.18 -0.76
H 0.37 -0.86 -0.64
H -0.46 -1.04 -2.21
H -0.11 1.54 -1.83
H -2.62 0.19 -2.40
H -1.92 1.57 -3.05
C -2.24 -4.57 -5.00
C -2.28 -3.21 -5.64
C -3.49 -2.91 -6.60
O -4.03 -1.70 -6.07
C -3.16 -1.19 -5.16
O -3.27 -0.11 -4.68
O -2.30 -2.15 -4.74
H -2.92 -4.47 -4.15
H -1.29 -4.87 -4.56
H -2.62 -5.39 -5.61
H -1.38 -3.17 -6.27
H -4.27 -3.67 -6.59
H -3.18 -2.72 -7.62
C 1.58 -2.10 -4.09
C 1.47 -0.67 -4.66
C 1.30 -0.71 -6.17
O 0.39 0.27 -6.48
C -0.17 0.78 -5.39
O -0.92 1.70 -5.28
O 0.25 0.01 -4.30
H 1.58 -2.02 -3.01
H 2.47 -2.61 -4.45
H 0.63 -2.57 -4.37
H 2.15 0.04 -4.19
H 1.08 -1.73 -6.48
H 2.27 -0.58 -6.66
C -3.05 2.99 4.80
C -4.17 3.57 5.65
C -4.88 4.78 5.04
O -6.22 4.40 5.33
C -6.34 3.15 5.85
O -7.40 2.73 6.24
O -5.12 2.54 5.82
H -2.31 3.75 4.55
H -3.46 2.77 3.82
H -2.53 2.20 5.34
H -3.74 3.89 6.60
H -4.69 4.78 3.97
H -4.74 5.63 5.69
C 5.28 3.07 -0.47
C 4.39 1.92 0.01
C 2.85 2.01 -0.18
O 2.52 0.82 -0.93
C 3.60 0.13 -1.22
O 3.56 -1.05 -1.47
O 4.67 0.89 -1.00
H 4.97 3.45 -1.45
H 6.23 2.67 -0.83
H 5.29 3.86 0.27
H 4.64 1.45 0.96
H 2.56 2.92 -0.70
H 2.39 1.95 0.80
C 3.39 -3.80 3.27
C 2.17 -3.21 2.54
C 2.38 -2.74 1.13
O 1.35 -3.38 0.38
C 0.78 -4.37 1.14
O 0.15 -5.29 0.72
O 1.19 -4.27 2.42
H 3.81 -4.59 2.64
H 3.29 -4.38 4.19
H 4.18 -3.06 3.19
H 1.70 -2.41 3.11
H 3.37 -3.00 0.74
H 2.22 -1.66 1.17